Record 1
Density functional theory data (ωB97M-V/def2-TZVPD) for a 2-piece molecular cluster, C6H15NO overall.

Geometry as XYZ:
```
23
Properties=species:S:1:pos:R:3:forces:R:3
C 2.127521 0.728002 -0.752637 1.090 0.410 -0.388
C 1.267051 0.566835 0.494023 -1.094 -0.151 -0.118
C -0.180307 0.164661 0.228476 0.412 -0.146 0.692
C -1.129939 1.062418 -0.020318 0.304 -0.327 -0.327
N -0.921686 2.394473 -0.383426 -0.129 -0.011 0.097
C -0.584983 -1.261061 0.513953 0.158 0.226 0.166
C -0.282249 -1.739926 1.939663 -1.112 0.608 0.410
H 3.121990 0.268002 -0.706949 -0.273 -0.376 0.298
H 1.658677 0.357961 -1.665685 -0.141 0.068 0.121
H 2.414673 1.775097 -0.906012 -0.473 -0.002 -0.166
H 1.634905 -0.188139 1.185499 0.434 0.115 -0.004
H 1.208649 1.512570 1.043669 0.367 -0.070 0.084
H -2.154464 0.716208 -0.035298 -0.143 0.163 -0.284
H -1.767461 2.937848 -0.366236 0.166 0.281 0.166
H -0.117652 2.851577 0.031310 -0.240 -0.015 -0.094
H -1.644733 -1.314561 0.302536 -0.308 -0.193 0.076
H -0.123292 -1.990066 -0.160870 0.152 0.194 -0.189
H 0.727389 -2.115025 2.049876 0.004 -0.289 0.187
H -1.063587 -2.434824 2.248447 0.466 -0.783 -0.214
H -0.471676 -0.965741 2.693393 0.475 0.359 -0.301
O -1.541193 -1.080469 -2.363142 -0.194 -0.633 0.124
H -1.266159 -0.424543 -3.005213 0.316 -0.101 -0.096
H -0.911485 -1.821299 -2.365064 -0.237 0.673 -0.240
```
Forces are in eV/Å.

Values from the calculation:
**Total energy**: -367.56933 hartree
**SMILES**: CCC(=CN)CC.O
**Highest occupied orbital energy**: -7.5599 eV

***

Record 2
Density functional theory data (ωB97M-V/def2-TZVPD) for a 2-piece molecular cluster, C6H15NO overall.

Geometry as XYZ:
```
23
Properties=species:S:1:pos:R:3:forces:R:3
C 1.713379 0.739085 1.855856 1.164 0.193 -1.536
C 0.598936 0.246156 2.678631 -2.162 -1.306 0.882
N -0.616709 0.905256 2.567258 2.237 0.448 -0.796
O 0.651102 -0.779673 3.337589 0.561 0.369 0.048
H 2.689067 0.368258 2.159728 -0.165 0.089 0.556
H 1.762701 1.804741 1.657165 -0.117 0.295 0.475
H 1.626526 0.334828 0.840541 -0.324 -0.244 0.219
H -1.399187 0.609037 3.115646 -0.199 0.039 -0.143
H -0.591681 1.639084 1.873202 -0.925 0.043 0.495
C 0.316690 -1.330683 -2.375736 1.310 0.034 1.142
C -0.247951 -0.627178 -1.152733 -2.497 -0.064 -0.030
C 0.038818 0.863692 -1.134152 1.302 0.799 0.609
C -1.815581 -0.752721 -1.059013 -0.437 0.419 0.343
H 1.415703 -1.304642 -2.297624 -0.108 0.591 -0.421
H -0.029468 -0.850504 -3.284563 -0.022 -0.413 -0.283
H 0.193890 -2.406204 -2.278260 -0.874 -0.098 -0.520
H 0.058463 -1.174359 -0.257618 0.665 0.499 0.013
H -0.358286 1.459655 -1.961689 0.269 -0.644 -0.498
H -0.351369 1.449963 -0.305617 -0.533 -0.583 0.573
H 1.111710 1.050450 -0.995970 0.018 0.049 -0.730
H -2.113979 -1.171189 -0.092613 0.101 -0.158 -0.128
H -2.298655 0.235688 -1.061862 0.252 -0.095 -0.112
H -2.354121 -1.308740 -1.828159 0.482 -0.261 -0.158
```
Forces are in eV/Å.

Values from the calculation:
**Total energy**: -367.59625 hartree
**SMILES**: CC(N)=O.CC(C)C
**Highest occupied orbital energy**: -9.7993 eV

***

The evaluated ΔE to the lowest compared entry with this formula, charge and spin for the records listed, in turn: 38.88; 21.99 kcal per mole.